Record 1
C4H12 | the ωB97M-V functional and the def2-TZVPD basis

Values from the calculation:
frontier orbital gap = 12.2 eV
SMILES = CC.CC
LUMO = 1.06 eV
energy above the lowest of the compared OMol25 structures with the same formula, charge and spin = 138.37 kJ/mol

Element x y z (Å)
C 2.35 -1.04 1.17
C 1.65 -1.56 -0.08
H 3.31 -1.72 1.28
H 2.71 0.03 1.18
H 1.49 -1.26 2.04
H 1.41 -0.71 -0.72
H 2.29 -2.29 -0.52
H 0.65 -2.08 0.04
C -2.51 0.97 -0.15
C -1.44 1.61 -0.97
H -2.37 0.76 0.96
H -3.49 1.61 -0.13
H -2.68 0.04 -0.58
H -1.42 2.73 -0.71
H -1.58 1.67 -2.00
H -0.38 1.25 -0.80

Record 2
C4H12 | the ωB97M-V functional and the def2-TZVPD basis

Values from the calculation:
frontier orbital gap = 12.6 eV
SMILES = CC.CC
LUMO = 1.15 eV
energy above the lowest of the compared OMol25 structures with the same formula, charge and spin = 37.51 kJ/mol

Element x y z (Å)
C -0.80 -1.89 0.56
C -0.69 -1.09 1.88
H -0.75 -2.95 0.79
H 0.03 -1.68 -0.11
H -1.67 -1.50 0.07
H -1.70 -0.97 2.29
H -0.36 -0.07 1.68
H -0.05 -1.57 2.60
C 0.53 0.99 -0.61
C 1.01 1.93 -1.73
H 0.47 1.50 0.34
H 1.17 0.11 -0.60
H -0.47 0.69 -0.92
H 0.14 2.27 -2.32
H 1.57 1.45 -2.54
H 1.58 2.79 -1.38

Record 3
C4H12 | the ωB97M-V functional and the def2-TZVPD basis

Values from the calculation:
frontier orbital gap = 12.7 eV
SMILES = CC.CC
LUMO = 1.16 eV
energy above the lowest of the compared OMol25 structures with the same formula, charge and spin = 47.39 kJ/mol

Element x y z (Å)
C -0.58 1.86 0.69
C -1.21 0.95 1.74
H -0.97 2.87 0.87
H 0.51 1.90 0.70
H -0.94 1.67 -0.32
H -1.80 0.14 1.29
H -1.91 1.59 2.27
H -0.52 0.44 2.41
C 1.58 -1.39 -1.61
C 0.29 -1.43 -0.76
H 2.09 -2.36 -1.65
H 1.40 -1.24 -2.67
H 2.20 -0.60 -1.17
H -0.55 -1.28 -1.42
H 0.28 -0.67 0.03
H 0.14 -2.46 -0.41

Record 4
C4H12 | the ωB97M-V functional and the def2-TZVPD basis

Values from the calculation:
frontier orbital gap = 12.5 eV
SMILES = CC.CC
LUMO = 1.11 eV
energy above the lowest of the compared OMol25 structures with the same formula, charge and spin = 77.45 kJ/mol

Element x y z (Å)
C 0.56 2.64 -0.41
C -0.64 1.64 -0.49
H 0.72 3.37 -1.21
H 0.36 3.18 0.50
H 1.50 2.10 -0.39
H -1.14 1.84 -1.43
H -1.35 1.74 0.33
H -0.28 0.63 -0.31
C -0.23 -2.37 -0.22
C 0.35 -1.96 1.14
H -1.23 -2.07 -0.56
H 0.46 -2.00 -0.97
H -0.46 -3.43 -0.37
H -0.42 -1.48 1.76
H 0.83 -2.74 1.71
H 0.97 -1.09 0.93

Record 5
C4H12 | the ωB97M-V functional and the def2-TZVPD basis

Values from the calculation:
frontier orbital gap = 12.2 eV
SMILES = CC.CC
LUMO = 1.12 eV
energy above the lowest of the compared OMol25 structures with the same formula, charge and spin = 148.67 kJ/mol

Element x y z (Å)
C -0.68 0.21 -1.87
C -0.10 -1.28 -2.02
H -0.35 0.61 -0.87
H -0.28 0.92 -2.50
H -1.76 0.12 -1.90
H -0.11 -1.87 -1.07
H 0.76 -1.20 -2.74
H -0.82 -1.90 -2.57
C 0.42 0.12 2.63
C 0.48 0.93 1.29
H 0.64 0.70 3.46
H -0.60 -0.27 2.58
H 1.20 -0.58 2.73
H -0.04 0.46 0.57
H -0.24 1.82 1.27
H 1.49 1.21 1.01

Record 6
C4H12 | the ωB97M-V functional and the def2-TZVPD basis

Values from the calculation:
frontier orbital gap = 11.9 eV
SMILES = CC.CC
LUMO = 1.11 eV
energy above the lowest of the compared OMol25 structures with the same formula, charge and spin = 165.99 kJ/mol

Element x y z (Å)
C 1.35 0.65 1.28
C 2.19 0.36 0.02
H 0.75 -0.16 1.83
H 2.17 1.16 1.87
H 0.65 1.45 1.31
H 3.24 -0.02 0.41
H 2.18 1.23 -0.60
H 1.80 -0.34 -0.63
C -1.38 -1.14 -0.67
C -2.35 0.01 -0.74
H -0.96 -1.50 -1.64
H -0.46 -0.65 -0.03
H -1.55 -2.02 -0.04
H -2.99 -0.09 -1.57
H -1.91 0.94 -1.15
H -2.72 0.12 0.34

Taking the records one at a time from the top gives total energy values of -4341.094 -4342.140 -4342.037 -4341.726 -4340.987 -4340.808 eV.